C2HO2Tb as an isolated structure, computed with wB97M-V/def2-TZVPD.

expectation value of S²	15.771
calculated total energy	-1051.2865	hartree
total charge	+1
spin multiplicity	8
energy relative to the best compared isomer or geometry (same formula, charge and spin)	51.4	kcal/mol
E_HOMO (alpha / beta)	-12.3 / -12.3	eV
frontier orbital gap (alpha / beta)	7.3 / 6.0	eV

Each line ends with the Löwdin charge.
Atoms and positions in Å:
Tb1 -2.825 0.692 0.579  1.780
O1 -0.647 1.216 -0.105  -0.419
O2 1.553 -1.274 0.809  0.089
C1 1.091 -0.382 0.147  -0.269
C2 -0.210 0.021 -0.258  -0.371
H1 1.037 -0.274 -1.172  0.190